Computed, not measured: C26H20N4OS3Tc as an isolated structure at a distorted geometry, with ωB97M-V with the def2-TZVPD basis set.

The expectation value of S² is 3.83. As for the spin multiplicity: 4. The value obtained for the energy relative to the best compared isomer or geometry (same formula, charge and spin) is 0.0 kJ/mol. As for the net charge: 0. The total energy comes out at -69994.2245 eV. For the LUMO energy (spin up / spin down), the calculation gives -1.198 / -1.582 eV.

```
55
Properties=species:S:1:pos:R:3:forces:R:3
Tc 1.4331 0.5032 -1.6077 0.278 0.234 0.161
S -5.2830 -3.2396 -1.6016 1.033 0.543 -0.199
C -3.7197 -2.6274 -1.7492 -0.896 -0.049 -0.259
S -3.2083 -1.2919 -2.7405 0.205 0.163 -0.201
C -1.5257 -1.4890 -2.2266 -0.988 -0.669 0.654
N -1.4083 -2.4498 -1.3607 0.376 0.242 -0.445
N -2.6111 -3.0778 -1.1328 0.383 0.462 -0.129
C -2.7136 -4.1070 -0.1504 0.506 0.247 -0.816
C -3.1116 -3.7285 1.0871 -0.470 1.534 1.300
C -3.3850 -4.6592 2.0744 0.279 0.479 -0.136
C -3.1574 -5.9768 1.7731 0.522 -1.082 -0.247
C -2.7057 -6.3627 0.4898 -0.711 -0.149 0.027
C -2.5167 -5.4191 -0.5091 -0.260 -0.110 1.112
S -0.2655 -0.5538 -3.0052 0.112 -0.024 0.168
H -3.2208 -2.6492 1.2922 -0.089 -0.668 -0.159
H -3.7495 -4.3211 3.0395 0.120 -0.219 -0.072
H -3.2681 -6.7142 2.5669 -0.167 -0.055 -0.370
H -2.6652 -7.4074 0.1913 0.262 0.065 0.425
H -2.2751 -5.6576 -1.5173 0.204 -0.316 -0.541
N 0.5554 0.2616 8.3922 -0.202 0.047 -0.467
C 0.5292 0.3119 7.2409 0.364 0.118 -0.308
C 0.6337 0.3443 5.7850 0.474 0.333 0.401
C 0.2991 -0.7766 5.0511 -0.814 -0.524 0.098
C 0.4506 -0.8034 3.6783 -0.339 -0.230 0.135
C 0.9534 0.2936 2.9951 -0.033 0.383 0.477
C 1.3092 1.4321 3.7142 0.637 0.406 0.847
C 1.1788 1.4323 5.1104 0.337 0.648 -0.666
C 1.0429 0.2631 1.5908 -0.122 0.096 -1.005
C 1.0379 0.2757 0.3714 0.316 -0.017 -0.451
H -0.1832 -1.5789 5.5971 0.191 -0.248 -0.268
H 0.1225 -1.6338 3.0739 0.010 -0.310 0.184
H 1.7863 2.2997 3.2214 -0.519 -0.641 0.247
H 1.5544 2.3023 5.6363 -0.230 -0.090 0.180
N 1.9886 2.1812 -1.5721 -1.039 -0.276 -0.019
C 1.3500 3.3310 -1.0809 0.292 0.479 -0.069
C -0.0406 3.4621 -0.9449 -0.139 -0.567 -0.002
C -0.5849 4.6024 -0.3214 1.292 -1.469 -0.713
C 0.2525 5.5814 0.1757 0.288 0.319 -0.313
C 1.6166 5.5210 -0.1053 0.971 -0.096 -0.325
C 2.1736 4.4343 -0.7597 -0.614 -0.828 -0.019
H -0.6815 2.6172 -1.3141 0.508 1.014 0.472
H -1.6369 4.6087 -0.2767 -1.087 0.438 0.423
H -0.1300 6.4313 0.7104 -0.216 0.198 0.064
H 2.3394 6.3106 0.1134 -0.643 0.059 0.320
H 3.2286 4.3469 -1.0138 -0.175 0.228 0.239
C 1.7333 2.1224 -4.8179 -0.313 -1.527 0.804
C 2.7944 1.0432 -4.5445 -0.002 1.053 -0.251
C 3.9626 0.7842 -5.4515 -0.103 -0.810 0.418
O 2.7237 0.3397 -3.5534 -0.546 -0.299 0.793
H 0.7331 1.6186 -4.7592 0.766 0.405 -0.128
H 1.8424 2.6202 -5.7544 0.177 0.251 -0.658
H 1.7505 2.8393 -3.9948 0.156 -0.021 -0.030
H 4.4230 1.6336 -5.9112 0.180 0.780 0.068
H 3.5549 0.2258 -6.2860 -0.076 -0.401 -0.294
H 4.6937 0.1498 -4.9089 -0.448 0.468 -0.455
```
Positions in Å, forces in eV/Å.